Molecular formula: C4H8CsF3O5S
Method: DFT, ωB97M-V/def2-TZVPD

Geometry as XYZ:
```
22
Properties=species:S:1:pos:R:3:mulliken_charge:R:1
O 0.75 -0.68 -2.67 -0.584
O 3.09 -0.33 2.80 -0.812
C 2.17 -0.19 3.74 -0.320
O 0.92 0.33 3.14 -0.269
C -0.11 0.55 4.07 -0.730
Cs 2.36 0.79 0.05 0.998
H 2.42 0.55 4.55 0.177
H 1.86 -1.15 4.24 0.191
H -0.38 1.62 4.04 0.246
H -1.01 -0.03 3.81 0.222
H 0.20 0.29 5.09 0.313
S -0.54 -1.02 -3.31 1.069
O -0.63 -2.06 -4.32 -0.576
O -1.25 0.26 -3.90 -0.264
C -1.69 -1.48 -1.89 0.690
F -1.69 -2.79 -1.75 -0.197
F -1.22 -0.91 -0.79 -0.206
F -2.90 -1.04 -2.14 -0.210
C -0.67 1.58 -3.71 -0.566
H -1.25 2.23 -4.38 0.240
H 0.38 1.58 -4.00 0.305
H -0.81 1.91 -2.67 0.285
```

2S+1: 1
Gap between HOMO and LUMO, eV: 5.77
Lowest unoccupied orbital energy, hartree: -0.023


Molecular formula: C4H11NOS
Method: DFT, ωB97M-V/def2-TZVPD

Geometry as XYZ:
```
18
Properties=species:S:1:pos:R:3:nbo_charge:R:1
C 1.83 0.93 -0.74 -0.420
N 0.73 0.11 -1.31 -0.633
C -0.38 -0.29 -0.47 -0.088
C -1.08 0.89 0.16 -0.092
O -2.47 0.68 0.39 -0.711
C 0.12 -1.36 0.55 -0.522
S -1.15 -1.79 1.77 -0.059
H 2.06 1.78 -1.38 0.199
H 1.36 1.30 0.16 0.185
H 2.72 0.37 -0.48 0.182
H 1.11 -0.60 -1.90 0.363
H -0.95 -0.88 -1.18 0.209
H -0.46 1.25 0.99 0.154
H -1.05 1.74 -0.53 0.197
H -2.53 -0.28 0.47 0.472
H 0.99 -0.98 1.08 0.212
H 0.36 -2.29 0.03 0.224
H -1.21 -0.60 2.39 0.130
```

2S+1: 1
Gap between HOMO and LUMO, eV: 9.42
Relative energy (zero: lowest compared OMol25 entry of this formula, charge and spin), kJ/mol: 172.1
Lowest unoccupied orbital energy, hartree: 0.030
SMILES string: CN[C@H](CO)CS


Molecular formula: C7H32NO8
Method: DFT, ωB97M-V/def2-TZVPD

Geometry as XYZ:
```
48
Properties=species:S:1:pos:R:3:nbo_charge:R:1
C 1.83 -2.86 -0.73 -0.636
C 0.66 -2.09 -0.06 -0.039
C -0.54 -2.14 -1.01 -0.456
C -1.57 -1.04 -0.78 0.019
C -1.47 0.10 -1.48 -0.216
C -0.69 0.27 -2.78 -0.675
C -2.74 -1.38 0.09 -0.632
N 1.14 -0.69 0.30 -0.711
H 1.43 -3.49 -1.53 0.232
H 2.28 -3.61 -0.07 0.229
H 2.65 -2.24 -1.09 0.220
H 0.51 -2.56 0.89 0.237
H -0.30 -2.02 -2.06 0.225
H -0.79 -3.19 -0.91 0.240
H -1.98 1.04 -1.30 0.212
H 0.27 -0.23 -2.85 0.215
H -0.58 1.32 -3.04 0.222
H -1.26 -0.26 -3.55 0.236
H -3.18 -0.46 0.47 0.184
H -3.53 -1.81 -0.54 0.225
H -2.63 -1.98 0.98 0.246
H 0.40 -0.04 0.08 0.477
H 1.23 -0.63 1.31 0.449
H 2.07 -0.54 -0.10 0.457
H 0.98 1.85 3.69 0.492
H 1.98 0.61 3.86 0.494
O 1.27 1.00 3.34 -0.982
H -1.15 3.38 1.69 0.465
H -2.66 3.68 1.84 0.495
O -1.85 3.54 2.33 -0.955
H 4.90 0.86 0.49 0.487
H 3.57 1.59 0.77 0.491
O 3.95 0.73 0.55 -0.973
H -3.95 1.13 0.72 0.476
H -3.99 1.67 -0.71 0.481
O -3.81 1.93 0.20 -0.949
H 1.28 1.72 -1.50 0.487
H 1.57 3.18 -1.42 0.478
O 1.51 2.40 -0.86 -0.966
H -0.64 -0.96 2.94 0.500
H -0.95 -2.48 2.86 0.479
O -0.91 -1.67 2.35 -0.967
H -1.63 1.37 1.24 0.488
H -0.72 1.50 2.33 0.482
O -0.91 0.86 1.64 -0.967
H 2.89 0.53 -3.61 0.494
H 3.40 1.29 -2.29 0.498
O 2.70 0.77 -2.70 -0.985
```

2S+1: 1
Gap between HOMO and LUMO, eV: 9.57
Relative energy (zero: lowest compared OMol25 entry of this formula, charge and spin), kJ/mol: 230.5
Lowest unoccupied orbital energy, hartree: -0.090
Net charge: +1


Molecular formula: C3H2GdO3
Method: DFT, ωB97M-V/def2-TZVPD

Geometry as XYZ:
```
9
Properties=species:S:1:pos:R:3:nbo_charge:R:1
C -1.80 3.23 4.56 -0.241
C -2.82 3.08 3.74 0.770
O -3.60 2.81 2.92 -0.182
C -0.43 0.33 1.42 1.110
O 0.30 0.79 2.17 -0.332
O -1.07 -0.23 0.61 -0.754
H -1.84 4.00 5.33 0.339
Gd -2.07 -1.47 -1.16 1.977
H -0.92 2.59 4.40 0.314
```

2S+1: 8
Gap between HOMO and LUMO (alpha / beta), eV: 9.28 / 5.49
Relative energy (zero: lowest compared OMol25 entry of this formula, charge and spin), kJ/mol: 357.1
Lowest unoccupied orbital energy (alpha / beta), hartree: -0.509 / -0.533
Net charge: +3


Molecular formula: C35H32F4N7STc
Method: DFT, ωB97M-V/def2-TZVPD

Geometry as XYZ:
```
80
Properties=species:S:1:pos:R:3:mulliken_spin:R:1
Tc 1.04 -0.51 1.43 1.863
C 3.99 -0.46 3.36 0.014
C 3.32 -1.68 2.75 0.024
C 4.13 -2.95 3.05 0.000
C 3.10 -1.55 1.24 -0.010
C 2.49 -2.62 0.55 -0.032
C 2.47 -2.66 -0.84 0.024
C 3.04 -1.64 -1.61 0.037
C 3.12 -1.74 -3.11 -0.005
C 3.58 -0.54 -0.93 0.018
C 3.61 -0.49 0.46 0.069
H 4.00 -0.55 4.45 0.002
H 3.50 0.48 3.10 0.009
H 5.03 -0.39 3.04 0.001
H 2.32 -1.82 3.23 -0.009
H 5.07 -2.92 2.50 0.000
H 3.60 -3.86 2.80 0.000
H 4.36 -2.98 4.12 0.000
H 2.12 -3.47 1.11 0.009
H 2.07 -3.53 -1.34 0.004
H 2.32 -2.36 -3.51 0.001
H 4.06 -2.22 -3.38 0.005
H 3.11 -0.77 -3.58 0.000
H 4.02 0.26 -1.50 0.001
H 4.13 0.33 0.94 0.002
C -3.21 -2.22 -1.41 0.000
N -2.15 -2.44 -0.41 0.000
C -0.97 -3.11 -0.97 0.006
C -2.22 -2.00 0.85 0.000
S -0.74 -1.98 1.85 0.080
N -3.36 -1.73 1.46 0.005
C -3.47 -0.79 2.59 -0.004
C -4.63 -2.43 1.19 0.000
H -2.71 -1.93 -2.34 0.001
H -3.87 -1.42 -1.11 0.000
H -3.77 -3.13 -1.60 0.000
H -1.32 -3.88 -1.65 0.000
H -0.38 -3.57 -0.19 -0.006
H -0.36 -2.39 -1.52 0.002
H -2.50 -0.38 2.84 0.004
H -3.87 -1.31 3.46 -0.001
H -4.15 0.01 2.32 -0.002
H -4.47 -3.32 0.60 0.000
H -5.36 -1.78 0.71 0.000
H -5.04 -2.74 2.16 0.000
F -0.18 2.59 -4.97 -0.004
C -1.29 2.20 -4.38 -0.021
C -2.47 2.38 -5.03 0.053
F -2.45 2.94 -6.21 0.008
C -3.73 1.96 -4.47 -0.048
C -3.66 1.38 -3.15 0.041
C -2.48 1.22 -2.52 -0.018
F -2.46 0.69 -1.28 -0.002
C -1.23 1.61 -3.09 0.006
C -0.02 1.43 -2.41 -0.102
C 0.11 0.86 -1.14 0.155
N 0.42 0.36 -0.13 -0.108
C 1.26 1.85 -2.91 0.019
N 2.34 2.10 -3.22 -0.036
F -4.75 1.00 -2.53 0.004
C -4.92 2.10 -5.15 0.078
C -5.03 2.73 -6.43 -0.012
N -5.19 3.23 -7.45 0.080
C -6.16 1.60 -4.64 -0.012
N -7.15 1.16 -4.26 0.072
C 0.37 0.82 3.01 0.018
C 1.10 2.07 3.06 0.060
C 2.10 2.29 4.05 0.085
C 2.71 3.51 4.16 0.026
C 2.36 4.55 3.27 0.183
C 1.35 4.35 2.29 0.031
C 0.75 3.13 2.18 0.053
C 3.03 5.80 3.35 0.000
N 3.57 6.81 3.40 0.206
H -0.70 0.96 2.82 0.043
H 0.54 0.17 3.88 0.018
H 2.35 1.50 4.75 0.006
H 3.45 3.69 4.92 -0.001
H 1.07 5.18 1.65 -0.001
H -0.02 2.97 1.44 0.009
```

2S+1: 4
Gap between HOMO and LUMO (alpha / beta), eV: 5.67 / 4.63
Lowest unoccupied orbital energy (alpha / beta), hartree: -0.395 / -0.446
Net charge: +3


Molecular formula: C20H22N2O6S
Method: DFT, ωB97M-V/def2-TZVPD

Geometry as XYZ:
```
51
Properties=species:S:1:pos:R:3:nbo_charge:R:1
O -1.62 -0.66 -3.07 -0.614
C -1.26 -0.31 -1.97 0.658
N -1.94 0.60 -1.23 -0.601
C -3.23 1.12 -1.62 -0.246
C -4.31 0.67 -0.67 -0.047
C -5.10 1.59 0.00 -0.210
C -6.09 1.19 0.90 -0.255
C -6.25 -0.16 1.09 0.219
C -5.45 -1.09 0.43 0.308
C -4.48 -0.70 -0.46 -0.285
O -5.81 -2.35 0.81 -0.488
C -6.87 -2.19 1.73 0.236
O -7.13 -0.81 1.91 -0.475
C 0.00 -0.82 -1.33 -0.125
C 0.10 -1.06 0.04 -0.159
C 1.28 -1.55 0.57 -0.201
C 2.35 -1.79 -0.27 -0.324
S 3.89 -2.38 0.40 2.304
O 4.31 -3.55 -0.32 -0.934
O 3.78 -2.46 1.83 -0.936
N 4.95 -1.15 -0.05 -0.871
C 5.18 -0.12 0.94 -0.253
C 3.95 0.80 1.05 0.084
C 3.57 1.42 -0.31 -0.439
C 3.63 2.93 -0.06 -0.428
C 4.54 3.01 1.17 -0.068
O 4.22 1.87 1.93 -0.520
C 2.25 -1.60 -1.64 -0.178
C 1.07 -1.12 -2.17 -0.166
H -1.60 0.85 -0.31 0.398
H -3.41 0.73 -2.63 0.249
H -3.19 2.21 -1.67 0.202
H -4.95 2.64 -0.18 0.212
H -6.70 1.91 1.41 0.230
H -3.87 -1.43 -0.98 0.234
H -6.59 -2.64 2.69 0.159
H -7.78 -2.69 1.34 0.159
H -0.75 -0.89 0.69 0.214
H 1.39 -1.74 1.62 0.248
H 5.80 -1.58 -0.39 0.413
H 5.38 -0.54 1.93 0.214
H 6.05 0.48 0.62 0.206
H 3.14 0.22 1.49 0.191
H 2.59 1.10 -0.64 0.222
H 4.30 1.12 -1.07 0.212
H 4.02 3.49 -0.90 0.215
H 2.64 3.32 0.20 0.204
H 4.37 3.89 1.79 0.196
H 5.60 2.99 0.86 0.154
H 3.10 -1.83 -2.26 0.240
H 0.95 -0.96 -3.23 0.242
```

2S+1: 1
Gap between HOMO and LUMO, eV: 8.41
Relative energy (zero: lowest compared OMol25 entry of this formula, charge and spin), kJ/mol: 170.4
Lowest unoccupied orbital energy, hartree: 0.002
SMILES string: O=C(NCc1ccc2c(c1)OCO2)c1ccc(S(=O)(=O)NC[C@@H]2CCCO2)cc1